{
  "formula": "C13H15N2NiOS4Sb",
  "method": "wB97M-V/def2-TZVPD",
  "multiplicity": 2,
  "lumo_ev": [2.55, 1.96],
  "charge": -1,
  "s2": 0.769,
  "de_lowest_ev": 0.3201,
  "gap_ev": [6.1, 6.1],
  "species": ["Ni", "S", "C", "C", "C", "C", "C", "C", "C", "C", "C", "N", "H", "H", "H", "H", "H", "H", "S", "Sb", "S", "S", "C", "N", "C", "C", "C", "O", "H", "H", "H", "H", "H", "H", "H", "H", "H"],
  "xyz": [[0.15, 0.12, 0.02], [-3.79, 1.35, -1.27], [-3.65, 1.80, 0.38], [-2.44, 1.47, 0.90], [-1.56, 0.83, -0.04], [-2.19, 0.72, -1.25], [-1.52, 0.08, -2.38], [-2.02, -0.08, -3.67], [-1.22, -0.70, -4.61], [0.04, -1.16, -4.26], [0.46, -0.96, -2.95], [-0.30, -0.35, -2.04], [-4.48, 2.28, 0.88], [-2.16, 1.69, 1.92], [-3.00, 0.29, -3.92], [-1.59, -0.84, -5.62], [0.69, -1.65, -4.96], [1.43, -1.27, -2.59], [3.41, 0.43, 3.32], [2.90, 0.86, 1.13], [2.26, -1.05, -0.05], [0.94, 2.10, 0.89], [-1.45, -3.83, 2.10], [-1.13, -2.75, 3.02], [-1.25, -2.94, 4.45], [-0.68, -1.60, 2.47], [-0.31, -0.43, 3.34], [-0.56, -1.51, 1.25], [-1.74, -4.70, 2.68], [-0.58, -4.08, 1.48], [-2.26, -3.55, 1.42], [-1.58, -3.96, 4.64], [-1.99, -2.27, 4.90], [-0.30, -2.80, 4.97], [-0.48, -0.58, 4.40], [-0.86, 0.44, 2.99], [0.75, -0.21, 3.17]],
  "mulliken_charge": [-0.227, -0.328, -0.648, 0.110, 0.064, -0.315, 1.476, -0.798, -0.271, -0.762, 0.007, -0.367, 0.451, 0.291, 0.324, 0.385, 0.386, 0.284, -0.695, 0.588, -0.636, -0.517, -0.820, 0.120, -0.981, 0.725, -0.317, -0.461, 0.287, 0.278, 0.262, 0.261, 0.338, 0.371, 0.450, -0.043, -0.273]
}

=====

{
  "formula": "C23H28N2O3S",
  "method": "wB97M-V/def2-TZVPD",
  "multiplicity": 1,
  "lumo_ev": 0.57,
  "de_lowest_ev": 0.9473,
  "gap_ev": 9.8,
  "species": ["O", "C", "N", "C", "C", "C", "C", "C", "C", "C", "C", "C", "C", "C", "C", "C", "C", "N", "S", "O", "O", "C", "C", "C", "C", "C", "C", "C", "C", "H", "H", "H", "H", "H", "H", "H", "H", "H", "H", "H", "H", "H", "H", "H", "H", "H", "H", "H", "H", "H", "H", "H", "H", "H", "H", "H", "H"],
  "xyz": [[-0.14, -0.57, -1.02], [-0.79, -0.05, -0.13], [-1.36, -0.74, 0.87], [-1.26, -2.18, 1.05], [-1.87, -2.97, -0.12], [-0.95, -4.17, -0.30], [0.43, -3.57, -0.05], [0.21, -2.66, 1.16], [-1.05, 1.47, -0.03], [-2.55, 1.67, -0.10], [-3.27, 2.44, 0.80], [-4.64, 2.58, 0.68], [-5.32, 1.94, -0.35], [-4.62, 1.16, -1.25], [-3.25, 1.03, -1.13], [-0.40, 2.01, 1.26], [1.10, 1.74, 1.22], [1.69, 2.43, 0.10], [3.36, 2.42, 0.13], [3.82, 3.18, -0.99], [3.77, 2.81, 1.45], [3.75, 0.69, -0.12], [3.80, -0.16, 0.98], [3.93, -1.52, 0.78], [4.01, -2.02, -0.51], [3.99, -1.17, -1.60], [3.85, 0.20, -1.41], [1.14, 2.06, -1.19], [-0.38, 2.22, -1.20], [-1.97, -0.24, 1.50], [-1.79, -2.40, 1.98], [-1.84, -2.35, -1.02], [-2.91, -3.25, 0.08], [-1.18, -4.93, 0.46], [-1.05, -4.62, -1.28], [1.19, -4.33, 0.13], [0.72, -2.97, -0.91], [0.90, -1.82, 1.16], [0.34, -3.22, 2.09], [-2.76, 2.95, 1.60], [-5.18, 3.19, 1.39], [-6.39, 2.05, -0.44], [-5.14, 0.66, -2.05], [-2.71, 0.42, -1.83], [-0.56, 3.09, 1.31], [-0.83, 1.54, 2.15], [1.58, 2.13, 2.12], [1.28, 0.66, 1.16], [3.74, 0.27, 1.97], [3.96, -2.19, 1.62], [4.10, -3.09, -0.67], [4.06, -1.56, -2.60], [3.84, 0.89, -2.23], [1.60, 2.72, -1.92], [1.38, 1.02, -1.43], [-0.75, 1.83, -2.15], [-0.65, 3.28, -1.13]],
  "mulliken_charge": [-0.623, -0.900, 0.189, -0.090, -0.672, -0.884, -0.249, -0.188, 2.479, -0.896, -0.120, -0.942, -0.398, -1.116, -0.081, -1.513, 0.035, -0.139, 1.305, -0.724, -0.728, 0.072, -0.425, -0.491, -0.433, -0.526, -0.420, -0.391, -1.184, 0.494, 0.610, 0.173, 0.430, 0.317, 0.412, 0.427, 0.043, -0.553, 0.450, 0.386, 0.418, 0.409, 0.410, 0.352, 0.533, 0.479, 0.688, -0.294, 0.458, 0.418, 0.421, 0.416, 0.456, 0.517, 0.317, 0.434, 0.435]
}

=====

{
  "formula": "C5H12OSi",
  "method": "wB97M-V/def2-TZVPD",
  "multiplicity": 1,
  "lumo_ev": 0.52,
  "de_lowest_ev": 4.5714,
  "gap_ev": 8.4,
  "species": ["C", "C", "C", "C", "C", "O", "Si", "H", "H", "H", "H", "H", "H", "H", "H", "H", "H", "H", "H"],
  "xyz": [[-1.00, 1.63, -0.93], [-1.00, 0.75, 0.05], [-0.67, 1.32, -2.29], [-1.16, 0.98, 1.49], [1.89, -1.85, 1.74], [1.85, -1.70, 0.35], [0.59, -1.52, -0.61], [-1.37, 2.68, -0.95], [-0.93, 0.40, -2.59], [-1.41, 1.85, -2.98], [0.33, 1.72, -2.60], [-0.23, 1.25, 1.92], [-1.77, 1.91, 1.65], [-1.44, -0.03, 1.96], [1.55, -0.95, 2.25], [2.93, -1.84, 2.03], [1.33, -2.71, 2.14], [-0.55, -2.58, -0.71], [1.04, -1.29, -1.92]],
  "mulliken_charge": [0.113, -0.044, -1.331, -1.123, -0.588, -0.161, 0.346, 0.281, 0.435, 0.351, 0.242, 0.259, 0.344, 0.274, 0.228, 0.271, 0.308, -0.083, -0.124]
}

=====

{
  "formula": "C51H44ClF7N10O3S2V",
  "method": "wB97M-V/def2-TZVPD",
  "multiplicity": 4,
  "lumo_ev": [3.37, 0.41],
  "charge": -2,
  "s2": 3.817,
  "de_lowest_ev": 0.3732,
  "gap_ev": [3.6, 3.8],
  "species": ["V", "O", "S", "F", "C", "F", "F", "C", "C", "C", "N", "C", "C", "H", "H", "H", "H", "O", "S", "C", "C", "C", "C", "C", "C", "C", "C", "C", "C", "C", "C", "C", "C", "H", "H", "H", "H", "H", "H", "H", "H", "H", "H", "H", "H", "H", "H", "F", "C", "C", "F", "C", "C", "C", "F", "C", "C", "C", "N", "C", "N", "F", "C", "C", "N", "C", "N", "N", "C", "C", "N", "C", "H", "H", "H", "H", "C", "C", "C", "C", "C", "O", "C", "C", "C", "C", "C", "C", "Cl", "C", "C", "C", "N", "C", "N", "C", "N", "H", "H", "H", "H", "H", "H", "H", "H", "H", "H", "H", "H", "H", "H", "H", "H", "H", "H", "H", "H", "H", "H"],
  "xyz": [[-1.55, 0.24, 1.14], [-3.20, 0.25, 1.30], [-1.11, -1.84, 0.52], [2.65, 5.31, 3.22], [3.05, 4.37, 2.33], [3.30, 5.01, 1.17], [4.26, 3.85, 2.74], [2.03, 3.36, 2.21], [0.79, 3.74, 2.59], [-0.28, 2.88, 2.24], [-0.07, 1.68, 1.61], [1.22, 1.39, 1.15], [2.34, 2.18, 1.47], [0.50, 4.61, 3.20], [-1.22, 3.16, 2.69], [1.40, 0.61, 0.40], [3.21, 1.83, 0.90], [-6.32, -4.15, 0.83], [-5.66, -4.17, 2.16], [-3.74, -4.11, 2.04], [-3.20, -5.43, 1.44], [-2.71, -6.51, 2.11], [-2.09, -7.54, 1.35], [-1.87, -7.41, -0.01], [-2.53, -6.35, -0.67], [-3.29, -5.43, 0.02], [-5.54, -2.46, 2.89], [-6.75, -1.69, 3.31], [-7.74, -2.24, 4.11], [-8.88, -1.52, 4.45], [-9.06, -0.21, 3.97], [-8.10, 0.30, 3.13], [-6.94, -0.41, 2.80], [-3.40, -3.89, 3.04], [-3.36, -3.37, 1.29], [-2.77, -6.54, 3.21], [-1.71, -8.43, 1.86], [-1.26, -8.17, -0.50], [-2.41, -6.26, -1.77], [-3.89, -4.72, -0.47], [-4.86, -1.81, 2.34], [-5.01, -2.74, 3.83], [-7.57, -3.22, 4.54], [-9.66, -1.86, 5.13], [-9.98, 0.34, 4.14], [-8.16, 1.30, 2.79], [-6.20, 0.07, 2.19], [1.43, 1.65, 4.35], [2.06, 0.55, 4.86], [3.42, 0.55, 4.75], [4.13, 1.61, 4.16], [4.18, -0.52, 5.33], [3.43, -1.57, 5.87], [2.03, -1.54, 5.90], [1.33, -2.64, 6.25], [1.37, -0.45, 5.47], [-0.17, -0.23, 5.46], [-0.81, -0.22, 4.24], [-1.16, -0.17, 3.11], [-0.95, 0.03, 6.63], [-1.56, 0.36, 7.54], [4.14, -2.62, 6.38], [5.67, -0.48, 5.21], [6.36, 0.41, 4.41], [7.04, 1.13, 3.77], [6.54, -1.35, 5.91], [7.27, -2.06, 6.46], [9.24, 4.55, 2.78], [10.04, 5.31, 3.54], [11.25, 5.45, 2.85], [11.22, 4.69, 1.77], [10.02, 4.21, 1.68], [8.49, 4.00, 3.17], [9.64, 5.84, 4.35], [12.13, 6.10, 2.95], [9.58, 3.53, 0.95], [3.11, 1.07, -5.74], [1.82, 1.89, -5.56], [2.18, 2.99, -4.48], [1.41, 2.63, -6.85], [0.62, 1.00, -5.07], [-0.55, 1.75, -5.15], [0.58, -0.25, -5.93], [-0.60, -1.13, -5.74], [-1.78, -0.65, -6.54], [-1.69, -0.60, -7.91], [-2.74, -0.11, -8.69], [-3.87, 0.38, -8.08], [-5.13, 1.09, -9.15], [-3.97, 0.42, -6.71], [-2.94, -0.18, -5.99], [0.83, 0.56, -3.61], [-0.37, 0.81, -2.71], [-0.15, 1.23, -1.48], [-1.35, 0.99, -0.80], [-2.16, 0.44, -1.71], [-1.60, 0.21, -2.88], [3.99, 1.73, -5.91], [3.16, 0.33, -6.55], [3.25, 0.46, -4.81], [2.80, 3.73, -4.98], [2.82, 2.64, -3.68], [1.19, 3.42, -4.06], [2.27, 2.69, -7.47], [0.96, 3.55, -6.65], [0.69, 2.01, -7.38], [-1.24, 1.09, -5.10], [1.43, -0.86, -5.76], [0.60, 0.05, -7.00], [-0.82, -1.23, -4.68], [-0.35, -2.10, -6.16], [-0.80, -0.92, -8.43], [-2.66, -0.14, -9.77], [-4.84, 0.78, -6.21], [-3.03, -0.20, -4.88], [1.57, 1.07, -2.99], [1.03, -0.51, -3.55], [-0.57, -2.37, 1.70], [-3.14, 0.15, -1.46]],
  "mulliken_charge": [0.881, -0.792, -0.494, -0.322, 0.771, -0.307, -0.246, 0.442, -0.706, -1.035, 1.009, 0.005, -1.203, 0.362, 0.334, 0.367, 0.371, -0.629, 0.488, -0.501, 0.250, -0.337, -0.475, -0.487, -0.529, -0.457, -0.449, 0.497, -0.423, -0.524, -0.528, -0.526, -0.494, 0.743, -0.060, 0.374, 0.332, 0.367, 0.306, 0.498, 0.121, 0.334, 0.389, 0.329, 0.358, 0.402, 0.587, -0.149, 0.408, 0.428, -0.230, 0.116, 0.214, 0.329, -0.308, 0.487, -0.863, 0.145, -0.194, 0.180, -0.627, -0.340, 0.457, 0.252, -0.543, 0.013, -0.549, -0.048, -0.329, -0.304, -0.546, -0.148, 0.273, 0.383, 0.356, 0.363, -1.859, 1.846, -1.783, -1.783, 1.712, -0.757, -1.405, -0.774, -0.027, -0.310, -0.882, 0.412, -0.259, -1.077, 0.498, -1.866, 1.011, -0.919, 0.020, -0.758, -0.390, 0.456, 0.331, 0.324, 0.501, 0.469, 0.277, 0.444, 0.438, 0.317, 0.274, 0.631, 0.476, 0.364, 0.451, 0.376, 0.370, 0.469, 0.316, 0.546, 0.238, 0.077, 0.581]
}